Entry from OMol25: a molecular structure, C9H56CdNO20 in a non-equilibrium geometry (ωB97M-V/def2-TZVPD).

Output
HOMO energy (spin up / spin down): -0.5540 / -0.5541 hartree
2S+1: 2
total charge: +2
frontier orbital gap (spin up / spin down): 8.32 / 7.36 eV
E_tot: -57229.616 eV

Geometry as XYZ:
```
87
Properties=species:S:1:pos:R:3:forces:R:3
Cd 1.094 2.704 2.912 -2.2 0.2 -0.1
C -2.356 0.611 0.108 0.7 -0.1 1.0
C -1.037 -0.161 -0.377 -3.0 1.2 -0.1
C -1.243 -0.077 -1.885 -0.7 -0.1 1.1
C -0.120 -0.638 -2.649 1.0 1.6 -0.4
C 1.077 0.302 -2.289 0.0 -1.9 -0.8
C 1.474 0.261 -0.797 1.3 1.2 -0.7
N 0.234 0.616 -0.041 0.1 -0.4 5.2
O 0.369 0.990 1.425 -0.7 -1.6 -5.8
C 2.523 1.393 -0.704 -0.5 0.3 1.0
C 2.237 -1.075 -0.451 -1.4 0.4 -0.2
C -1.062 -1.626 0.067 1.6 0.6 0.3
H -2.711 0.327 1.099 0.5 0.3 0.0
H -3.274 0.440 -0.453 0.5 -0.6 -0.7
H -2.242 1.694 0.068 0.3 0.1 0.2
H -1.459 0.974 -2.078 0.6 0.3 -0.6
H -2.195 -0.521 -2.177 -0.1 -0.5 0.4
H -0.532 -0.507 -3.650 1.2 -0.5 -0.6
H 0.132 -1.672 -2.413 -0.3 0.0 -0.3
H 0.876 1.291 -2.700 0.1 0.2 0.4
H 2.010 -0.064 -2.719 -0.1 0.2 -0.6
H 2.034 2.351 -0.881 0.2 0.1 -0.2
H 3.358 1.275 -1.395 -0.4 -0.1 -0.3
H 2.983 1.457 0.283 -0.2 -0.2 0.3
H 2.220 -1.225 0.628 -0.1 -0.3 -0.1
H 3.269 -1.085 -0.803 -0.1 0.7 0.0
H 1.773 -1.874 -1.030 -0.1 -0.3 0.6
H -2.052 -2.084 0.066 0.0 0.3 0.2
H -0.549 -1.642 1.028 -0.5 -0.5 0.3
H -0.420 -2.209 -0.593 -0.1 -0.2 0.1
O -2.778 -3.810 -2.482 0.1 0.0 0.1
H -2.683 -2.860 -2.401 0.1 0.3 0.0
H -3.696 -3.940 -2.718 -0.3 -0.2 -0.3
O 4.020 -3.803 -0.950 -0.3 0.0 -0.1
H 3.236 -4.233 -0.609 -0.3 -0.1 0.1
H 4.729 -4.421 -0.773 0.3 -0.4 0.0
O -2.366 -5.018 -0.054 0.0 -0.1 0.4
H -2.500 -4.680 -0.939 0.1 0.2 -0.8
H -3.249 -5.108 0.305 -0.2 -0.2 0.3
O 0.138 -2.368 4.035 0.8 0.7 0.1
H 0.014 -2.862 3.225 -0.4 -0.7 -0.5
H -0.618 -1.782 4.076 -0.5 0.0 0.2
O -2.320 0.263 3.391 1.1 0.0 0.3
H -1.884 -0.009 2.583 0.3 0.0 -0.1
H -3.238 0.023 3.260 -0.8 0.1 0.5
O 5.810 0.802 0.646 -0.2 0.8 0.7
H 5.688 -0.081 0.299 0.1 -0.9 -0.4
H 4.973 1.239 0.492 0.0 0.1 -0.4
O -5.421 2.168 -0.426 0.6 0.4 0.0
H -6.236 2.205 0.077 -0.3 0.2 0.0
H -5.385 1.271 -0.757 -0.3 -0.4 0.1
O 0.853 1.132 4.240 -0.8 0.2 1.0
H 1.458 0.407 4.083 1.1 -0.8 -0.2
H -0.001 0.714 4.345 -0.9 -0.1 0.2
O 2.994 2.036 2.769 2.4 -0.1 -0.1
H 3.748 2.431 2.331 0.5 0.4 0.0
H 3.067 1.102 2.575 -0.1 -1.0 0.1
O -5.568 -0.610 -0.645 0.4 0.0 0.0
H -5.410 -0.785 -1.573 -0.1 -0.1 -0.4
H -5.968 -1.414 -0.314 -0.3 -0.2 0.2
O -5.153 0.391 3.238 0.3 -0.3 -0.1
H -5.100 0.486 2.287 -0.2 0.1 -0.4
H -5.844 0.998 3.501 -0.2 0.2 0.3
O -0.434 3.807 -0.883 0.3 -0.2 0.4
H -0.320 2.863 -0.774 -0.1 -0.7 -0.2
H -0.731 3.910 -1.787 -0.3 0.4 -0.3
O 2.619 -0.761 3.347 0.2 0.6 -0.3
H 2.081 -1.520 3.570 -0.8 -0.6 0.2
H 3.486 -1.126 3.166 0.5 0.0 0.1
O 1.509 3.848 -4.135 -0.7 0.1 0.1
H 1.270 4.753 -3.934 0.1 0.4 -0.1
H 0.778 3.517 -4.656 -0.1 -0.2 -0.4
O -0.723 -4.399 1.901 0.9 0.7 0.9
H -0.236 -5.221 1.959 0.1 -0.2 0.1
H -1.263 -4.495 1.116 -0.6 -0.2 -0.7
O 5.654 -1.794 -0.409 0.3 0.7 0.3
H 6.433 -2.310 -0.618 0.4 0.1 0.0
H 4.920 -2.364 -0.639 -0.5 -0.4 -0.1
O -3.317 3.208 -2.230 0.6 0.2 -0.4
H -2.705 2.472 -2.232 0.0 -0.2 -0.1
H -4.070 2.893 -1.731 -0.6 0.1 0.5
O 3.722 3.074 -3.031 0.7 -0.4 0.5
H 2.880 3.337 -3.403 -0.3 0.0 -0.4
H 3.832 3.635 -2.263 0.3 0.2 0.1
O 0.970 3.940 1.285 0.8 1.0 0.4
H 0.421 3.902 0.501 -1.1 0.1 -1.1
H 1.505 4.725 1.165 0.2 0.5 0.1
```
Positions in Å, forces in eV/Å.